The following is a quantum chemistry calculation of a cluster of 10 separate species, C42H84O34P4 in total, from the Open Molecules 2025 dataset.

CARTESIAN COORDINATES (ANGSTROEM)
C1 -5.677 -5.271 0.453
C2 -4.812 -5.146 1.641
O1 -4.742 -3.752 1.907
C3 -5.203 -3.102 0.796
O2 -5.143 -1.898 0.602
O3 -5.599 -4.005 -0.110
H1 -6.716 -5.522 0.667
H2 -5.282 -5.973 -0.282
H3 -3.766 -5.386 1.449
H4 -5.225 -5.621 2.531
C4 -5.510 1.375 -4.380
C5 -6.364 0.223 -4.979
O4 -7.529 0.789 -5.516
C6 -7.407 2.149 -5.480
O5 -8.230 2.916 -6.000
O6 -6.230 2.482 -4.937
H5 -4.460 1.339 -4.670
H6 -5.546 1.371 -3.290
H7 -6.655 -0.394 -4.129
H8 -5.865 -0.407 -5.715
C7 0.121 -5.362 -3.144
C8 -1.167 -6.069 -2.861
O7 -1.264 -7.084 -3.845
C9 -0.073 -7.358 -4.395
O8 0.187 -8.269 -5.103
O9 0.803 -6.329 -3.915
H9 0.670 -5.134 -2.231
H10 -0.022 -4.421 -3.676
H11 -2.020 -5.401 -2.738
H12 -1.116 -6.651 -1.941
C10 -0.631 0.604 -0.636
C11 -0.012 1.431 0.519
O10 0.187 0.333 1.418
C12 0.120 -0.911 0.839
O11 0.435 -1.944 1.349
O12 -0.232 -0.756 -0.414
H13 -0.282 0.891 -1.628
H14 -1.715 0.693 -0.563
H15 -0.680 2.188 0.929
H16 0.979 1.816 0.276
C13 5.326 -4.650 4.874
C14 4.729 -3.642 3.943
O13 4.117 -2.720 4.726
C15 4.271 -3.017 6.005
O14 3.936 -2.208 6.901
O15 4.992 -4.104 6.114
H17 6.414 -4.699 4.829
H18 4.900 -5.634 4.679
H19 4.130 -4.221 3.240
H20 5.432 -3.026 3.382
C16 3.307 2.823 7.846
C17 2.266 2.572 8.929
O16 1.149 2.307 8.117
C18 1.314 2.863 6.884
O17 0.440 3.054 6.054
O18 2.581 3.212 6.751
H21 3.955 1.992 7.566
H22 3.929 3.684 8.087
H23 2.233 3.479 9.533
H24 2.529 1.720 9.557
C19 10.772 -2.032 6.381
C20 9.810 -0.895 6.408
O19 9.974 -0.182 5.250
P1 9.094 1.118 4.930
O20 8.489 1.757 6.128
O21 10.117 2.068 4.122
C21 10.582 1.741 2.816
C22 12.061 1.282 2.944
O22 8.052 0.650 3.783
C23 7.002 1.509 3.400
C24 6.794 1.376 1.834
H25 11.816 -1.739 6.268
H26 10.758 -2.656 7.274
H27 10.567 -2.746 5.584
H28 8.793 -1.265 6.539
H29 9.984 -0.233 7.256
H30 9.974 0.971 2.340
H31 10.527 2.590 2.134
H32 12.111 0.519 3.722
H33 12.331 0.851 1.980
H34 12.730 2.104 3.200
H35 6.047 1.422 3.920
H36 7.312 2.549 3.493
H37 6.225 2.225 1.455
H38 7.743 1.303 1.303
H39 6.339 0.402 1.660
C25 -4.947 4.519 3.382
C26 -5.061 3.822 1.987
O23 -5.214 4.805 0.975
P2 -3.925 5.608 0.301
O24 -3.254 4.900 -0.815
O25 -4.609 7.027 -0.089
C27 -4.970 7.393 -1.448
C28 -4.120 8.563 -1.836
O26 -2.938 6.002 1.531
C29 -1.672 6.544 1.301
C30 -1.700 8.113 1.257
H40 -5.136 3.806 4.185
H41 -4.017 5.056 3.565
H42 -5.752 5.237 3.537
H43 -4.104 3.317 1.861
H44 -5.889 3.123 1.868
H45 -4.810 6.512 -2.070
H46 -6.024 7.670 -1.466
H47 -4.276 8.781 -2.893
H48 -4.265 9.467 -1.246
H49 -3.069 8.286 -1.751
H50 -1.046 6.331 2.166
H51 -1.175 6.145 0.416
H52 -2.405 8.356 0.462
H53 -1.970 8.572 2.208
H54 -0.741 8.549 0.974
C31 -0.220 -8.446 1.620
C32 -1.267 -9.559 1.664
O27 -1.543 -10.158 0.374
P3 -2.891 -11.079 0.251
O28 -2.908 -11.825 -0.996
O29 -4.102 -10.099 0.497
C33 -5.465 -10.390 0.008
C34 -5.458 -10.478 -1.501
O30 -2.925 -11.959 1.626
C35 -2.271 -13.239 1.747
C36 -1.620 -13.462 3.163
H55 -0.475 -7.609 0.970
H56 0.144 -8.175 2.611
H57 0.724 -8.832 1.235
H58 -1.048 -10.348 2.384
H59 -2.250 -9.146 1.893
H60 -5.726 -11.349 0.456
H61 -6.173 -9.690 0.451
H62 -6.274 -9.787 -1.713
H63 -4.548 -10.055 -1.927
H64 -5.578 -11.539 -1.719
H65 -2.983 -14.010 1.452
H66 -1.499 -13.309 0.981
H67 -0.763 -12.808 3.325
H68 -2.301 -13.213 3.977
H69 -1.360 -14.519 3.213
C37 -0.038 11.314 -9.725
C38 -0.708 10.818 -8.511
O31 -0.121 9.739 -7.831
P4 -0.376 8.217 -8.304
O32 -0.060 7.952 -9.731
O33 0.427 7.342 -7.182
C39 0.145 5.935 -7.049
C40 -0.289 5.807 -5.541
O34 -1.913 7.988 -7.944
C41 -2.807 7.242 -8.770
C42 -3.375 6.139 -7.911
H70 0.842 11.820 -9.328
H71 0.379 10.518 -10.341
H72 -0.749 11.865 -10.341
H73 -0.765 11.639 -7.796
H74 -1.750 10.629 -8.768
H75 -0.565 5.613 -7.810
H76 1.069 5.373 -7.187
H77 -0.616 4.804 -5.267
H78 0.577 6.042 -4.923
H79 -1.026 6.565 -5.275
H80 -3.606 7.882 -9.145
H81 -2.394 6.890 -9.715
H82 -4.460 6.089 -7.998
H83 -3.055 5.114 -8.097
H84 -3.187 6.340 -6.856

The energy above the lowest of the compared OMol25 structures with the same formula, charge and spin comes out at 3.1 kcal per mole. The frontier orbital gap is 10.3 eV. The value obtained for the energy is -5574.6377 Ha. Its LUMO energy is -0.09 eV. Its SMILES is CCOP(=O)(OCC)OCC.CCOP(=O)(OCC)OCC.CCOP(=O)(OCC)OCC.CCOP(=O)(OCC)OCC.O=C1OCCO1.O=C1OCCO1.O=C1OCCO1.O=C1OCCO1.O=C1OCCO1.O=C1OCCO1. The HOMO energy is -10.43 eV.



The following is a quantum chemistry calculation of a cluster of 7 separate species, C27H47N11O5P in total, from the Open Molecules 2025 dataset.

CARTESIAN COORDINATES (ANGSTROEM)
C1 1.764 -4.089 -0.612
C2 1.730 -2.958 0.259
C3 1.563 -1.804 1.446
C4 0.048 -1.191 1.570
C5 -0.105 -0.668 3.152
C6 -0.070 -1.882 4.250
C7 -1.518 -2.278 4.907
N1 -2.113 -3.629 4.458
O1 -2.187 -1.523 5.788
N2 -1.070 -2.170 1.318
C8 -2.411 -1.497 1.480
C9 -2.600 -0.081 0.694
P1 -3.961 0.894 1.695
O2 -5.198 -0.049 1.972
O3 -4.529 2.319 0.872
O4 -3.291 1.457 3.241
N3 -1.416 0.832 0.636
C10 -0.051 0.202 0.667
C11 0.640 0.084 -0.819
C12 -0.113 -0.915 -1.871
O5 -1.444 -0.457 -2.326
C13 0.835 -0.919 -3.250
N4 0.023 -1.568 -4.375
H1 1.367 -4.860 -1.432
H2 2.319 -0.923 1.166
H3 1.990 -2.289 2.421
H4 -1.001 0.094 3.286
H5 0.879 -0.019 3.342
H6 0.422 -2.876 3.857
H7 0.618 -1.502 5.147
H8 -3.091 -3.508 4.113
H9 -1.576 -3.985 3.611
H10 -1.034 -2.612 0.374
H11 -2.755 -1.331 2.594
H12 -3.214 -2.249 1.016
H13 -3.119 -0.319 -0.338
H14 -5.093 2.804 1.572
H15 -2.788 2.320 3.043
H16 -1.476 1.385 -0.272
H17 -1.446 1.565 1.399
H18 0.641 0.973 1.264
H19 0.575 1.178 -1.293
H20 1.777 -0.193 -0.818
H21 -0.184 -2.036 -1.546
H22 -1.387 0.392 -2.854
H23 0.915 0.233 -3.550
H24 1.875 -1.430 -3.087
H25 -0.669 -0.896 -4.778
H26 -0.561 -2.359 -3.991
C14 1.943 -5.011 -5.060
C15 0.896 -5.000 -4.025
N5 0.069 -4.992 -3.206
H27 1.666 -4.394 -5.921
H28 2.894 -4.625 -4.678
H29 2.132 -6.022 -5.434
C16 -0.549 4.844 1.174
C17 -1.070 4.277 2.429
N6 -1.482 3.829 3.420
H30 -0.211 5.877 1.307
H31 0.303 4.271 0.794
H32 -1.310 4.851 0.387
C18 -3.626 7.656 -0.596
C19 -2.174 7.626 -0.353
N7 -1.026 7.602 -0.162
H33 -4.192 7.649 0.341
H34 -3.925 8.553 -1.148
H35 -3.956 6.791 -1.180
C20 1.013 4.183 -2.654
C21 1.766 3.653 -1.504
N8 2.360 3.235 -0.596
H36 -0.022 3.827 -2.659
H37 0.979 5.278 -2.645
H38 1.464 3.882 -3.605
C22 1.598 4.353 5.582
C23 2.778 4.132 4.730
N9 3.711 3.957 4.057
H39 1.744 5.197 6.264
H40 0.704 4.568 4.986
H41 1.373 3.476 6.197
C24 2.276 -7.924 0.403
C25 3.269 -7.381 -0.539
N10 4.053 -6.952 -1.284
H42 2.750 -8.507 1.200
H43 1.698 -7.128 0.885
H44 1.561 -8.584 -0.099
C26 3.682 -0.455 -6.373
C27 2.635 -0.445 -5.338
N11 1.808 -0.437 -4.520
H45 3.405 0.162 -7.235
H46 4.632 -0.069 -5.991
H47 3.870 -1.467 -6.748

The energy above the lowest of the compared OMol25 structures with the same formula, charge and spin comes out at 105.1 kcal per mole. The frontier orbital gap is 6.8 eV. The value obtained for the energy is -2376.0807 Ha. Its LUMO energy is -3.08 eV. The HOMO energy is -9.90 eV. As for the net charge: +1.



Which value of energy does entry 1 give? -5574.6377 Ha